8 unconnected molecules or ions with the total composition C42H78ClFN5O14PS2 at a distorted geometry, computed with the ωB97M-V functional and the def2-TZVPD basis.

The geometry in XYZ format:
```
144
C42H78ClFN5O14PS2 the ωB97M-V functional and the def2-TZVPD basis
C 4.61 -3.59 0.92
C 4.11 -3.74 -0.52
C 4.36 -2.49 -1.36
O 3.20 -1.68 -1.30
C 3.38 -0.36 -1.75
N 2.53 0.55 -1.01
C 1.34 1.07 -1.75
C 1.89 1.88 -2.96
C 0.97 2.73 -3.84
C 0.56 -0.11 -2.34
O -0.12 -0.81 -1.34
C -1.34 -1.41 -1.76
C -1.73 -2.49 -0.77
C 0.39 1.95 -0.87
Cl -1.27 2.06 -1.69
O 0.18 1.34 0.31
C -0.38 2.11 1.37
C -0.98 1.15 2.39
C -2.53 1.16 2.40
C -3.13 1.88 3.60
S -2.68 3.64 3.67
C -4.25 4.35 3.21
S -5.49 4.39 4.26
N -4.34 4.89 1.94
C -3.43 4.79 0.90
C -3.98 5.47 -0.11
N -5.19 6.01 0.24
C -5.39 5.66 1.45
C 0.78 3.48 -0.72
O -0.04 4.34 -0.67
N 2.20 3.82 -0.64
C 2.46 4.87 0.28
O 2.44 6.04 0.04
F 2.78 4.40 1.49
P 2.78 0.41 0.66
N 2.09 -0.66 1.51
O 2.60 1.89 1.26
O 4.38 0.27 0.74
H 3.86 -3.11 1.54
H 4.87 -4.56 1.35
H 5.51 -2.98 0.97
H 4.55 -4.61 -1.00
H 3.02 -3.84 -0.45
H 4.61 -2.76 -2.39
H 5.22 -1.95 -0.96
H 3.17 -0.33 -2.81
H 4.43 -0.07 -1.64
H 2.37 1.17 -3.63
H 2.70 2.51 -2.60
H 1.47 2.91 -4.79
H 0.01 2.27 -4.07
H 0.75 3.71 -3.42
H 1.28 -0.80 -2.80
H -0.09 0.22 -3.15
H -1.24 -1.82 -2.77
H -2.12 -0.65 -1.78
H -1.33 -3.46 -1.03
H -2.80 -2.52 -0.61
H -1.27 -2.21 0.19
H -1.16 2.76 0.99
H 0.39 2.73 1.83
H -0.63 1.41 3.39
H -0.66 0.15 2.13
H -2.91 0.13 2.38
H -2.91 1.64 1.50
H -2.77 1.42 4.52
H -4.21 1.79 3.61
H -2.50 4.28 0.95
H -3.55 5.59 -1.09
H -6.25 5.90 2.06
H 2.51 4.20 -1.53
H 1.46 -1.25 0.98
H 2.68 1.77 2.22
H 4.85 0.93 0.22
C 4.14 -6.37 3.65
C 4.38 -7.58 2.78
C 5.44 -8.55 3.25
O 3.77 -7.76 1.76
H 3.36 -5.75 3.22
H 3.82 -6.68 4.65
H 5.05 -5.78 3.74
H 5.18 -8.95 4.23
H 6.41 -8.04 3.32
H 5.53 -9.37 2.54
C -5.27 -1.20 -4.10
C -4.50 -2.47 -3.82
C -4.48 -3.49 -4.93
O -3.94 -2.67 -2.77
H -5.21 -0.55 -3.23
H -4.84 -0.69 -4.97
H -6.31 -1.43 -4.31
H -4.03 -3.06 -5.83
H -5.50 -3.80 -5.17
H -3.91 -4.36 -4.62
C -8.47 9.28 4.77
C -7.67 8.11 4.24
C -6.34 7.83 4.89
O -8.07 7.44 3.32
H -9.40 9.37 4.22
H -8.70 9.12 5.83
H -7.89 10.20 4.68
H -6.48 7.61 5.95
H -5.69 8.69 4.79
H -5.90 6.97 4.40
C 6.10 -10.98 -1.92
C 6.20 -9.67 -1.19
C 4.91 -8.90 -0.99
O 7.26 -9.25 -0.78
H 7.09 -11.44 -2.00
H 5.43 -11.66 -1.39
H 5.70 -10.83 -2.93
H 4.20 -9.50 -0.42
H 4.47 -8.67 -1.96
H 5.11 -7.98 -0.46
C 4.64 9.86 1.59
C 3.27 9.84 2.24
C 2.21 9.01 1.56
O 3.06 10.47 3.25
H 5.31 10.48 2.17
H 5.04 8.84 1.54
H 4.56 10.25 0.57
H 2.52 7.97 1.51
H 2.05 9.37 0.55
H 1.28 9.09 2.12
C 1.73 -1.80 5.10
C 1.59 -3.30 5.04
C 0.74 -3.96 6.10
O 2.13 -3.95 4.17
H 2.35 -1.47 4.27
H 0.75 -1.33 5.02
H 2.18 -1.51 6.05
H -0.28 -3.57 6.06
H 1.15 -3.75 7.09
H 0.72 -5.03 5.94
C -4.38 -2.64 -9.18
C -5.71 -2.89 -8.52
C -6.52 -4.05 -9.05
O -6.11 -2.21 -7.60
H -3.90 -1.78 -8.71
H -3.74 -3.51 -9.09
H -4.52 -2.43 -10.24
H -5.96 -4.98 -8.95
H -6.74 -3.89 -10.11
H -7.45 -4.13 -8.50
```

The total charge is 0. The calculation puts the largest force on an atom at 1.05 eV/A. The calculation puts the HOMO-LUMO gap at 8.0 eV. As for the total energy: -127132.96040 eV. The SMILES is CCCOCN([C@@](CC)(COCC)[C@@](Cl)(OCCCCSC(=S)n1ccnc1)C(=O)NC(=O)F)P(=N)(O)O.CC(C)=O.CC(C)=O.CC(C)=O.CC(C)=O.CC(C)=O.CC(C)=O.CC(C)=O.

11 unconnected molecules or ions with the total composition C42H78F2O24 at a distorted geometry, computed with the ωB97M-V functional and the def2-TZVPD basis.

The geometry in XYZ format:
```
146
C42H78F2O24 the ωB97M-V functional and the def2-TZVPD basis
O 2.98 -1.36 -2.24
C 3.15 -0.39 -1.58
O 3.52 -0.42 -0.32
C 3.42 0.91 0.22
C 3.39 1.80 -0.97
F 4.65 2.26 -1.29
O 3.02 0.89 -2.03
H 2.52 1.00 0.81
H 4.26 1.14 0.82
H 2.62 2.56 -0.93
O -0.85 1.25 -4.88
C -0.06 0.42 -5.03
O -0.22 -0.73 -5.67
C 0.87 -1.59 -5.36
C 1.97 -0.52 -5.04
F 2.75 -0.01 -6.08
O 1.17 0.57 -4.55
H 0.77 -2.34 -4.56
H 1.07 -2.17 -6.28
H 2.72 -0.88 -4.33
C -2.75 0.16 6.11
C -3.79 0.65 5.11
O -3.22 1.09 3.87
C -2.99 0.16 2.95
C -2.48 0.71 1.64
O -3.18 -1.04 3.10
H -3.16 0.03 7.12
H -1.88 0.86 6.18
H -2.37 -0.91 5.88
H -4.43 -0.20 4.89
H -4.47 1.43 5.48
H -2.85 1.70 1.49
H -2.74 0.06 0.80
H -1.37 0.73 1.52
C 2.98 5.33 -2.16
C 1.77 6.03 -1.43
O 2.06 7.42 -1.24
C 1.31 8.23 -2.05
C 1.34 9.61 -1.49
O 0.80 7.91 -3.06
H 3.94 5.53 -1.69
H 3.11 5.72 -3.16
H 2.80 4.27 -2.31
H 0.84 5.88 -1.97
H 1.70 5.68 -0.42
H 0.99 9.57 -0.47
H 0.81 10.32 -2.08
H 2.43 9.82 -1.42
C 0.82 -4.65 -2.06
C -0.65 -4.66 -1.62
O -1.44 -5.77 -2.11
C -1.30 -6.90 -1.34
C -2.22 -7.96 -1.69
O -0.52 -6.89 -0.45
H 0.89 -4.80 -3.13
H 1.41 -5.46 -1.60
H 1.34 -3.71 -1.87
H -0.67 -4.54 -0.56
H -1.12 -3.78 -2.05
H -3.18 -7.49 -1.85
H -2.32 -8.69 -0.91
H -1.88 -8.54 -2.59
C 0.13 3.67 3.58
C 1.29 2.86 4.34
O 0.74 1.63 4.73
C 0.75 0.63 3.86
C 0.18 -0.62 4.38
O 1.22 0.80 2.72
H -0.71 3.81 4.24
H -0.13 3.24 2.64
H 0.54 4.63 3.27
H 2.15 2.71 3.71
H 1.52 3.46 5.24
H 0.33 -1.52 3.81
H -0.87 -0.33 4.45
H 0.57 -0.73 5.40
C -3.69 -1.17 -4.56
C -2.68 -2.01 -3.83
O -3.26 -2.63 -2.70
C -3.48 -1.84 -1.63
C -4.06 -2.71 -0.53
O -3.17 -0.68 -1.59
H -4.44 -1.74 -5.10
H -3.21 -0.55 -5.32
H -4.25 -0.47 -3.87
H -2.28 -2.76 -4.50
H -1.83 -1.39 -3.49
H -3.16 -3.26 -0.12
H -4.87 -3.39 -0.94
H -4.49 -2.06 0.26
C -2.12 8.62 -0.22
C -2.07 7.16 0.33
O -2.71 6.36 -0.62
C -3.03 5.07 -0.21
C -3.73 4.35 -1.34
O -2.81 4.67 0.90
H -1.58 8.73 -1.13
H -1.71 9.26 0.57
H -3.19 8.88 -0.49
H -1.00 6.84 0.49
H -2.54 7.22 1.31
H -4.60 3.90 -0.97
H -3.15 3.43 -1.52
H -3.87 5.01 -2.20
C -0.32 2.74 -1.21
C -0.31 1.32 -1.73
O -0.17 0.37 -0.64
C -0.16 -0.91 -0.97
C -0.01 -1.78 0.31
O -0.20 -1.41 -2.05
H -0.53 3.41 -2.03
H 0.67 2.93 -0.78
H -1.10 2.85 -0.43
H -1.24 1.14 -2.33
H 0.51 1.11 -2.35
H -0.56 -1.37 1.13
H 1.05 -1.78 0.60
H -0.22 -2.77 0.08
C -2.17 -3.98 4.55
C -1.89 -3.69 3.05
O -1.03 -4.63 2.44
C 0.30 -4.44 2.50
C 1.01 -5.60 1.94
O 0.70 -3.38 2.99
H -3.07 -3.42 4.84
H -1.39 -3.60 5.13
H -2.42 -5.01 4.78
H -2.83 -3.86 2.55
H -1.44 -2.72 2.94
H 0.67 -6.44 2.56
H 2.07 -5.47 2.04
H 0.76 -5.81 0.89
C 4.16 -3.64 2.32
C 3.98 -3.70 0.80
O 5.26 -3.51 0.15
C 5.95 -4.60 -0.10
C 7.24 -4.30 -0.89
O 5.60 -5.73 0.09
H 3.24 -3.31 2.85
H 4.95 -2.93 2.61
H 4.53 -4.59 2.64
H 3.56 -4.61 0.39
H 3.46 -2.83 0.41
H 7.68 -3.39 -0.50
H 6.92 -3.97 -1.91
H 7.97 -5.04 -1.03
```

The total charge is 0. The calculation puts the largest force on an atom at 3.96 eV/A. The calculation puts the HOMO-LUMO gap at 10.4 eV. As for the total energy: -99395.91481 eV. The SMILES is O=C1OC[C@@H](F)O1.O=C1OC[C@@H](F)O1.CCOC(C)=O.CCOC(C)=O.CCOC(C)=O.CCOC(C)=O.CCOC(C)=O.CCOC(C)=O.CCOC(C)=O.CCOC(C)=O.CCOC(C)=O.